Record 1
Here is C4H5InO2 as an isolated structure at a distorted geometry from OMol25. Energies are from wB97M-V/def2-TZVPD.

Calculated values
Relative energy (zero: lowest compared OMol25 entry of this formula, charge and spin) in eV: 0.0000
Orbital gap (alpha / beta) in eV: 9.191 / 4.536
HOMO level (alpha / beta) in eV: -22.36 / -22.27
Net charge: +3
Multiplicity: 2
⟨S²⟩: 0.76

Geometry (Å):
1 H -1.11 -0.42 -0.85
2 C -0.62 0.61 -0.74
3 C -1.69 1.34 -0.50
4 O -2.59 1.89 0.03
5 In -4.48 2.54 -0.17
6 H 0.05 0.90 -1.55
7 O 2.95 -0.19 0.62
8 C 1.93 -0.86 0.66
9 C 1.10 -1.83 0.86
10 H 3.04 0.41 -0.16
11 H 0.37 -1.74 1.67
12 H 1.04 -2.64 0.13

***

Record 2
Here is C18H49F6NO13S2V as an isolated structure at a distorted geometry from OMol25. Energies are from wB97M-V/def2-TZVPD.

Calculated values
Orbital gap (alpha / beta) in eV: 8.397 / 10.138
HOMO level (alpha / beta) in eV: -8.07 / -9.82
Multiplicity: 4
⟨S²⟩: 3.75

Geometry (Å):
1 V -1.12 -0.91 -1.15
2 C -3.93 1.46 -2.34
3 F -5.12 2.01 -2.02
4 F -3.61 1.93 -3.55
5 F -2.96 1.76 -1.46
6 S -4.15 -0.45 -2.71
7 O -5.56 -0.64 -2.45
8 O -3.71 -0.71 -4.09
9 N -3.16 -1.12 -1.47
10 S -3.71 -2.55 -1.35
11 O -4.27 -3.27 -2.50
12 O -2.55 -3.21 -0.75
13 C -5.06 -2.34 0.03
14 F -6.24 -2.24 -0.44
15 F -4.98 -3.49 0.70
16 F -4.83 -1.37 0.89
17 O -0.11 0.80 -0.89
18 H -0.74 1.44 -1.28
19 C 0.54 -4.01 0.14
20 C 1.07 -3.26 -1.06
21 O 0.87 -1.90 -0.66
22 H 1.18 -3.74 0.99
23 H 0.67 -5.06 -0.11
24 H -0.46 -3.76 0.49
25 H 0.46 -3.38 -1.96
26 H 2.12 -3.46 -1.28
27 H 1.72 -1.45 -0.65
28 C -2.18 -2.67 2.79
29 C -1.04 -1.81 2.23
30 O -1.45 -1.09 1.10
31 H -2.44 -3.56 2.22
32 H -3.10 -2.09 2.83
33 H -1.93 -3.12 3.75
34 H -0.13 -2.39 2.08
35 H -0.78 -1.04 2.95
36 H -1.87 -0.31 1.47
37 C 1.28 -0.78 -4.35
38 C -0.17 -0.32 -4.13
39 O -0.91 -1.22 -3.28
40 H 1.90 -0.17 -5.00
41 H 1.22 -1.78 -4.78
42 H 1.81 -0.89 -3.40
43 H -0.71 -0.07 -5.05
44 H -0.17 0.63 -3.59
45 H -1.16 -2.01 -3.76
46 C 0.03 4.06 1.13
47 C -1.41 3.55 0.89
48 O -1.23 2.20 1.22
49 H 0.04 4.31 2.19
50 H 0.29 4.95 0.56
51 H 0.86 3.37 0.99
52 H -1.60 3.54 -0.18
53 H -2.11 4.05 1.56
54 H -0.71 1.74 0.56
55 C 2.42 -1.08 2.60
56 C 3.22 -2.11 3.43
57 O 2.63 -3.39 3.17
58 H 1.59 -0.59 3.13
59 H 2.00 -1.50 1.69
60 H 3.04 -0.23 2.31
61 H 3.10 -1.96 4.50
62 H 4.25 -2.02 3.08
63 H 1.68 -3.27 3.12
64 C 0.71 3.88 5.35
65 C -0.38 2.71 5.08
66 O 0.22 1.57 4.55
67 H 1.48 3.49 6.01
68 H 0.24 4.69 5.91
69 H 1.03 4.32 4.40
70 H -1.15 3.08 4.40
71 H -0.90 2.52 6.02
72 H 0.44 1.70 3.62
73 C 0.33 3.58 -2.98
74 C 1.66 2.93 -2.92
75 O 1.98 2.54 -1.63
76 H -0.46 2.83 -3.06
77 H 0.20 4.18 -3.88
78 H 0.13 4.31 -2.20
79 H 2.40 3.67 -3.23
80 H 1.66 2.00 -3.50
81 H 1.24 2.10 -1.20
82 C 5.06 -0.70 -1.76
83 C 4.40 -0.61 -0.41
84 O 3.09 -0.21 -0.67
85 H 6.09 -1.06 -1.68
86 H 5.28 0.29 -2.17
87 H 4.40 -1.21 -2.46
88 H 4.95 0.21 0.07
89 H 4.28 -1.57 0.09
90 H 2.98 0.72 -0.91

***

Record 3
Here is a 25-piece molecular cluster, C3H55O25 overall at a distorted geometry from OMol25. Energies are from wB97M-V/def2-TZVPD.

Calculated values
Relative energy (zero: lowest compared OMol25 entry of this formula, charge and spin) in eV: 0.0000
Orbital gap in eV: 8.354
HOMO level in eV: -6.15
Net charge: -1
Multiplicity: 1

Geometry (Å):
1 C 1.55 -1.51 8.70
2 C 2.26 -0.72 7.61
3 C 1.66 -0.62 6.21
4 O 2.26 0.64 8.03
5 H 1.44 -2.52 8.44
6 H 0.50 -1.17 8.84
7 H 1.96 -1.57 9.65
8 H 3.34 -0.84 7.59
9 H 1.66 -1.68 5.80
10 H 2.19 0.04 5.57
11 H 0.60 -0.30 6.29
12 O 3.77 -3.72 9.13
13 H 2.97 -3.78 9.70
14 H 4.19 -2.92 9.50
15 O 6.12 0.67 7.05
16 H 5.44 1.26 6.72
17 H 5.76 -0.21 6.99
18 O 1.43 0.99 10.51
19 H 1.49 1.97 10.45
20 H 1.59 0.74 9.59
21 O -0.11 -3.89 6.53
22 H 0.78 -4.08 6.86
23 H -0.58 -3.72 7.36
24 O 0.35 -1.94 12.10
25 H -0.02 -1.75 12.96
26 H 1.16 -1.41 12.02
27 O 4.48 1.03 9.46
28 H 3.99 1.32 10.22
29 H 3.79 0.88 8.81
30 O -1.66 -1.53 6.53
31 H -1.27 -0.78 6.09
32 H -0.82 -2.04 6.60
33 O 3.50 -3.61 6.26
34 H 3.19 -3.80 5.42
35 H 3.10 -4.27 6.83
36 O 1.86 -4.34 4.16
37 H 1.11 -3.78 4.08
38 H 2.48 -4.08 3.49
39 O 4.74 -1.55 10.38
40 H 5.63 -1.55 10.72
41 H 4.59 -0.68 10.07
42 O 4.42 -1.44 4.51
43 H 4.13 -1.85 5.28
44 H 5.01 -2.05 4.08
45 O -1.43 -3.34 8.66
46 H -1.56 -2.51 9.16
47 H -2.28 -3.56 8.27
48 O -0.12 -2.56 3.68
49 H -0.95 -2.09 3.60
50 H 0.53 -1.84 3.78
51 O 2.24 -0.97 3.02
52 H 2.91 -1.35 3.59
53 H 2.20 -1.49 2.23
54 O 4.02 1.98 6.51
55 H 3.72 2.18 5.61
56 H 3.36 1.40 6.88
57 O -1.37 -1.20 10.21
58 H -1.27 -0.27 10.10
59 H -0.59 -1.39 10.74
60 O 1.74 -4.01 10.87
61 H 1.23 -4.82 10.80
62 H 1.08 -3.43 11.24
63 O 2.98 2.77 4.14
64 H 2.33 2.27 3.68
65 H 2.53 3.45 4.64
66 O 0.78 1.42 3.58
67 H 0.77 1.71 4.52
68 H 1.22 0.58 3.60
69 O 2.97 3.54 8.34
70 H 3.72 3.62 8.99
71 H 3.29 2.97 7.70
72 O 2.80 -0.64 12.25
73 H 3.50 -0.97 11.73
74 H 2.48 0.14 11.82
75 O 5.58 -2.19 7.51
76 H 5.95 -2.40 8.34
77 H 4.72 -2.58 7.48
78 O 0.96 2.17 6.20
79 H 0.13 2.32 6.67
80 H 1.45 1.68 6.84
81 O -0.59 1.10 8.16
82 H 0.19 0.58 7.99
83 H -1.08 1.05 7.33

***

Number 1: total energy -494.58078 Ha. Number 2: total energy -4087.55171 Ha. Number 3: total energy -2028.40561 Ha.